(1)
{
  "formula": "C40H71Cl4N9",
  "method": "the ωB97M-V functional and the def2-TZVPD basis",
  "e_homo_ev": -10.4877,
  "symbols": ["C", "C", "C", "C", "N", "H", "H", "H", "H", "H", "H", "H", "C", "C", "C", "C", "N", "H", "H", "H", "H", "H", "H", "H", "C", "C", "C", "C", "N", "H", "H", "H", "H", "H", "H", "H", "C", "C", "C", "C", "N", "H", "H", "H", "H", "H", "H", "H", "C", "C", "C", "C", "N", "H", "H", "H", "H", "H", "H", "H", "C", "C", "C", "C", "N", "H", "H", "H", "H", "H", "H", "H", "C", "C", "C", "C", "N", "H", "H", "H", "H", "H", "H", "H", "C", "C", "C", "C", "N", "H", "H", "H", "H", "H", "H", "H", "C", "C", "C", "C", "N", "H", "H", "H", "H", "H", "H", "H", "Cl", "C", "C", "Cl", "H", "H", "H", "H", "Cl", "C", "C", "Cl", "H", "H", "H", "H"],
  "coordinates": [[1.19972, -3.14672, -3.80542], [2.37551, -3.82248, -4.54648], [2.90660, -5.01738, -3.73963], [3.84715, -4.59255, -2.70606], [4.56682, -4.20570, -1.89895], [0.50755, -3.92017, -3.47630], [0.70921, -2.44483, -4.47425], [1.62022, -2.60170, -2.95985], [3.17565, -3.08826, -4.64451], [2.06648, -4.15782, -5.53505], [3.49369, -5.70779, -4.36197], [2.14309, -5.65348, -3.28813], [1.30273, 5.59439, 0.57880], [-0.12773, 6.12326, 0.49273], [-1.15807, 5.03039, 0.21155], [-1.07141, 3.93726, 1.17229], [-1.00293, 3.07706, 1.92843], [1.47600, 4.98702, 1.46660], [2.00918, 6.42587, 0.57792], [1.57823, 4.96332, -0.27293], [-0.20193, 6.91730, -0.24670], [-0.36565, 6.56823, 1.46456], [-1.03399, 4.62473, -0.79516], [-2.18072, 5.41217, 0.29258], [-4.81054, -4.83767, 1.08824], [-4.26665, -3.47705, 1.51694], [-2.78322, -3.27051, 1.18420], [-2.46344, -3.06254, -0.21142], [-2.13087, -2.91274, -1.29488], [-4.24689, -5.64711, 1.56787], [-4.78148, -5.00242, 0.01361], [-5.82698, -4.96341, 1.46926], [-4.38151, -3.36675, 2.59528], [-4.85193, -2.69065, 1.03686], [-2.19661, -4.12129, 1.55016], [-2.42057, -2.44638, 1.80334], [3.96338, 4.91989, -3.47761], [4.04292, 3.49422, -2.93615], [2.67064, 2.81891, -2.90051], [1.84467, 2.98511, -4.08665], [1.17128, 3.09795, -4.99964], [3.55907, 4.91832, -4.48956], [4.92165, 5.42473, -3.40830], [3.23739, 5.49963, -2.89024], [4.46843, 3.49448, -1.93728], [4.64101, 2.91797, -3.64701], [2.07316, 3.16730, -2.05193], [2.76800, 1.73814, -2.76905], [1.72052, -5.45601, -0.22619], [0.95749, -5.57932, 1.07541], [1.42467, -4.58127, 2.15276], [2.63385, -5.00564, 2.82270], [3.59264, -5.33055, 3.36695], [2.78915, -5.28598, -0.10617], [1.29614, -4.66548, -0.85205], [1.59529, -6.38301, -0.79529], [1.08157, -6.58004, 1.49997], [-0.11369, -5.48325, 0.89357], [0.65042, -4.47285, 2.91831], [1.54544, -3.59149, 1.71054], [4.28994, 1.36836, 3.62730], [2.95465, 0.68368, 3.48932], [1.88905, 1.55714, 2.82330], [2.25398, 2.00305, 1.48221], [2.54002, 2.35947, 0.42796], [4.23022, 2.19431, 4.34469], [4.70192, 1.76388, 2.69923], [5.00124, 0.66671, 4.06743], [2.62163, 0.40151, 4.48928], [3.08422, -0.28055, 2.98723], [1.80569, 2.46365, 3.43435], [0.90353, 1.10165, 2.76446], [-6.37226, 1.36533, 2.43111], [-5.79426, 2.38371, 1.46166], [-5.62383, 1.77311, 0.07817], [-4.68724, 0.65173, 0.04875], [-3.95404, -0.23299, 0.02630], [-5.75342, 0.47352, 2.53478], [-7.36089, 1.02745, 2.10709], [-6.47609, 1.81510, 3.41909], [-4.82811, 2.71300, 1.83896], [-6.51464, 3.19369, 1.36758], [-5.26786, 2.50292, -0.64947], [-6.60681, 1.42122, -0.24353], [-2.03789, 2.35701, -2.98899], [-2.30697, 0.93045, -3.37886], [-1.36967, 0.40525, -4.46932], [-1.80284, 0.76691, -5.82915], [-2.13297, 1.06028, -6.89108], [-0.98979, 2.54688, -2.74841], [-2.56240, 2.63907, -2.06834], [-2.37190, 3.02945, -3.78316], [-3.34327, 0.72564, -3.66106], [-2.19478, 0.25992, -2.51915], [-1.23074, -0.67416, -4.44160], [-0.38291, 0.87893, -4.40410], [-2.96496, -0.47982, 4.04555], [-2.89002, 0.59831, 5.11679], [-1.52562, 1.27918, 5.15210], [-0.42909, 0.40132, 5.53561], [0.43715, -0.28223, 5.83435], [-2.16194, -1.20254, 4.20693], [-2.79516, -0.03256, 3.06376], [-3.92086, -1.00027, 4.09014], [-3.18317, 0.16933, 6.07701], [-3.63247, 1.37098, 4.91267], [-1.55460, 2.14482, 5.81792], [-1.28291, 1.67575, 4.15868], [5.08153, -0.53604, -3.47904], [4.43089, -0.77709, -1.82515], [4.89147, 0.30806, -0.88586], [6.64811, 0.24742, -0.58867], [4.73330, -1.77368, -1.51745], [3.34792, -0.74078, -1.94182], [4.44165, 0.14886, 0.09350], [4.60020, 1.29123, -1.23486], [-0.08872, -1.22790, 2.14371], [-0.29397, -0.41153, 0.57024], [0.83429, -0.78709, -0.34252], [0.65616, 0.17932, -1.83098], [-0.31766, 0.66172, 0.74872], [-1.24560, -0.71363, 0.14269], [0.84812, -1.84083, -0.61284], [1.81561, -0.53198, 0.05471]],
  "forces_ev_per_angstrom": [[0.9, -0.4, -0.5], [-0.5, 0.1, 0.6], [0.9, -0.5, -0.4], [-0.2, 0.2, 0.3], [0.0, 0.0, 0.0], [-0.2, 0.2, 0.1], [-0.2, 0.1, 0.1], [-0.3, 0.0, 0.2], [0.1, -0.1, -0.3], [0.0, 0.0, 0.0], [-0.2, 0.2, -0.1], [-0.2, 0.3, 0.0], [0.2, 0.0, -0.5], [0.3, -0.1, 0.7], [-0.3, 0.2, -0.1], [0.1, -0.2, -0.1], [0.0, -0.1, 0.2], [-0.1, 0.1, 0.1], [0.0, 0.0, 0.2], [-0.2, 0.1, 0.0], [-0.1, -0.1, -0.2], [-0.1, 0.1, -0.1], [0.0, -0.1, 0.0], [0.1, 0.1, -0.2], [0.1, -0.3, 0.7], [-0.1, -0.3, -0.5], [-0.2, -0.1, 1.2], [0.1, 0.0, 0.4], [0.2, 0.1, -0.7], [0.1, 0.1, -0.1], [-0.1, 0.1, -0.1], [-0.1, 0.1, -0.3], [0.0, 0.0, 0.0], [0.1, 0.1, 0.1], [-0.1, -0.1, -0.2], [0.0, 0.2, -0.5], [-0.7, 0.1, 0.6], [-0.4, 0.2, -1.1], [-0.2, -0.3, 0.6], [0.7, 0.0, 0.6], [-0.7, 0.1, -0.9], [0.3, 0.1, -0.1], [0.1, 0.0, -0.2], [0.2, 0.0, 0.0], [0.1, -0.2, 0.0], [0.4, -0.1, 0.4], [0.1, 0.0, 0.0], [0.1, 0.1, 0.1], [-0.3, -0.3, -0.5], [0.2, -0.3, 0.6], [-1.1, 0.1, -0.3], [0.7, 0.1, 0.2], [-0.2, 0.0, -0.1], [0.0, 0.0, 0.1], [0.2, 0.1, 0.1], [0.1, 0.1, 0.0], [0.0, 0.0, -0.1], [0.0, 0.2, 0.0], [0.1, 0.0, 0.0], [0.2, 0.0, 0.1], [0.5, 0.2, 0.6], [-0.1, -0.7, 0.0], [0.2, 0.4, 0.4], [0.0, -0.1, -0.1], [0.0, 0.0, -0.1], [-0.1, 0.1, -0.2], [0.0, -0.1, -0.1], [0.1, 0.0, -0.2], [-0.3, 0.1, -0.1], [-0.2, 0.2, -0.3], [-0.2, 0.0, -0.1], [0.0, -0.1, 0.1], [-0.2, -0.1, 0.3], [0.0, -0.7, 0.2], [-0.1, 0.1, -0.3], [0.0, -0.2, 0.0], [0.0, 0.1, 0.1], [0.2, 0.0, -0.1], [0.0, 0.1, 0.0], [-0.1, -0.1, 0.0], [0.0, 0.4, 0.0], [0.3, 0.3, 0.1], [-0.1, 0.1, 0.0], [0.1, -0.1, -0.2], [-0.4, 0.6, 0.3], [0.0, -1.4, 0.5], [0.2, 0.5, -0.8], [-0.2, 0.0, -0.1], [0.0, -0.1, 0.2], [0.1, -0.1, -0.4], [-0.3, -0.1, -0.1], [0.3, 0.1, 0.1], [0.0, 0.4, -0.2], [0.3, 0.2, 0.0], [-0.1, 0.0, 0.2], [0.0, -0.2, 0.3], [0.3, 0.1, 0.2], [-0.4, -0.2, -0.1], [-0.1, 0.4, -0.2], [-0.4, 0.3, 0.0], [0.5, -0.4, 0.1], [-0.1, -0.1, 0.0], [-0.2, -0.1, -0.1], [0.0, 0.0, -0.2], [0.3, 0.1, 0.1], [0.0, 0.1, -0.1], [0.2, -0.1, 0.1], [-0.1, 0.0, 0.0], [0.0, 0.0, 0.0], [0.0, 0.0, -0.3], [-0.1, -0.4, 0.3], [0.0, 0.1, -0.1], [0.0, 0.0, 0.1], [0.0, 0.0, 0.1], [-0.2, 0.0, 0.0], [0.2, 0.1, -0.1], [0.1, -0.1, 0.1], [-0.2, 0.1, -0.1], [0.6, 0.0, -0.2], [0.0, -0.1, -0.2], [0.1, 0.0, 0.1], [-0.1, 0.0, 0.1], [-0.3, 0.0, 0.0], [-0.1, 0.1, 0.2]]
}



(2)
{
  "formula": "C40H75F3InN6O7",
  "method": "the ωB97M-V functional and the def2-TZVPD basis",
  "charge": -1,
  "e_above_lowest_kj_mol": 0.0,
  "e_homo_ev": -4.8995,
  "symbols": ["C", "C", "C", "In", "C", "C", "C", "C", "C", "C", "C", "C", "C", "C", "C", "C", "N", "C", "C", "C", "C", "C", "C", "O", "C", "O", "C", "C", "C", "F", "F", "F", "H", "H", "H", "H", "H", "H", "H", "H", "H", "H", "H", "H", "H", "H", "H", "H", "H", "H", "H", "H", "H", "H", "H", "H", "H", "H", "H", "H", "H", "H", "H", "H", "H", "H", "H", "H", "H", "H", "H", "H", "C", "O", "N", "C", "C", "H", "H", "H", "H", "H", "H", "H", "C", "O", "N", "C", "C", "H", "H", "H", "H", "H", "H", "H", "C", "O", "N", "C", "C", "H", "H", "H", "H", "H", "H", "H", "C", "O", "N", "C", "C", "H", "H", "H", "H", "H", "H", "H", "C", "O", "N", "C", "C", "H", "H", "H", "H", "H", "H", "H"],
  "coordinates": [[9.14263, -3.86257, -1.06253], [8.39931, -2.90939, -0.51854], [7.62546, -1.80295, 0.39212], [6.04274, -0.88468, -1.00587], [4.74629, -2.49390, -1.96678], [3.26067, -2.60310, -1.34334], [2.29800, -3.45316, -2.36018], [0.70699, -3.09723, -2.14593], [-0.02210, -2.70263, -3.55473], [-1.61877, -2.46814, -3.39970], [-2.04382, -0.89264, -3.38765], [-2.94745, -0.44925, -4.64808], [-4.53988, -0.74772, -4.37589], [-5.25252, 0.63233, -3.91624], [-6.50006, 0.42968, -2.90361], [-6.07381, -0.18386, -1.45826], [-6.71823, 0.53039, -0.29970], [-7.38738, -0.04560, 0.87186], [-7.89154, 1.04827, 1.89430], [-7.49936, 2.44834, 1.26368], [-6.79899, 1.99464, -0.07100], [7.27391, 0.13353, -2.66094], [6.36354, 0.74869, -3.84148], [5.86561, 2.08549, -3.54546], [6.92344, 3.04941, -3.46721], [7.89414, 3.14817, -4.28161], [6.85817, 4.04647, -2.17494], [5.99803, 5.38790, -2.57100], [4.81405, 0.68669, 0.13089], [5.51351, 1.20745, 1.31519], [4.52068, 1.82134, -0.75097], [3.58128, 0.09948, 0.66248], [9.98899, -4.63045, -1.24368], [7.16863, -2.27779, 1.33105], [8.44326, -1.00768, 0.62874], [4.69880, -2.23143, -3.10239], [5.34098, -3.48738, -1.82266], [2.84354, -1.53818, -1.20336], [3.24850, -3.18208, -0.33141], [2.46331, -4.59868, -2.24181], [2.51595, -3.20738, -3.47144], [0.60150, -2.23017, -1.39698], [0.20772, -4.06488, -1.73988], [0.51546, -1.80303, -4.04003], [0.11568, -3.60712, -4.25554], [-1.96381, -2.90239, -2.37307], [-2.18717, -3.00164, -4.26312], [-2.56792, -0.62612, -2.38007], [-1.06224, -0.28167, -3.41161], [-2.63787, -0.93322, -5.65026], [-2.80330, 0.70222, -4.77434], [-5.02202, -1.09878, -5.37764], [-4.67104, -1.58519, -3.58264], [-4.48310, 1.34594, -3.42121], [-5.67482, 1.12801, -4.88217], [-7.31202, -0.27929, -3.32264], [-6.99014, 1.47310, -2.78035], [-6.39121, -1.30460, -1.42657], [-4.91523, -0.17419, -1.33344], [-7.53836, -1.15654, 1.10388], [-8.41471, 0.91147, 2.90407], [-7.65745, 3.52156, 1.63567], [-6.36092, 2.73843, -0.84058], [7.93274, 0.89547, -2.10589], [7.97826, -0.70148, -3.04558], [7.04068, 0.78573, -4.79212], [5.50870, 0.00821, -4.06209], [7.93196, 4.33194, -1.84182], [6.29625, 3.55917, -1.28583], [6.05645, 5.61921, -3.70605], [6.40436, 6.32374, -2.00704], [4.92026, 5.18487, -2.20829], [-6.57912, 6.28740, 3.92866], [-6.03470, 5.67004, 3.03225], [-7.37432, 5.73948, 4.89664], [-7.98838, 6.54394, 5.93218], [-7.61052, 4.30913, 4.88656], [-6.46606, 7.37944, 4.02911], [-7.64179, 6.19239, 6.90762], [-9.07460, 6.43627, 5.86856], [-7.72579, 7.59728, 5.81730], [-6.65319, 3.78848, 4.97196], [-8.07790, 4.03125, 3.93833], [-8.26047, 4.02140, 5.71477], [-9.62023, -3.42907, 0.81685], [-8.65695, -2.87792, 0.30906], [-10.64543, -2.79677, 1.45891], [-11.75553, -3.52627, 2.03602], [-10.62375, -1.35051, 1.56719], [-9.73690, -4.52513, 0.79233], [-12.68341, -3.19239, 1.56431], [-11.79550, -3.32143, 3.10910], [-11.64143, -4.60083, 1.88077], [-10.60244, -0.91664, 0.56424], [-9.72037, -1.04506, 2.09991], [-11.50455, -0.99279, 2.10328], [8.93831, 8.42443, -1.25190], [8.13958, 9.13980, -1.82967], [8.80808, 7.96537, 0.02900], [9.80578, 7.11542, 0.64552], [7.63570, 8.33999, 0.79464], [9.86378, 8.08064, -1.74216], [9.33904, 6.16909, 0.93086], [10.19643, 7.61477, 1.53636], [10.62914, 6.91524, -0.04267], [6.74084, 7.99163, 0.27228], [7.59351, 9.42956, 0.87427], [7.67261, 7.90013, 1.79268], [-7.21536, -6.52945, 2.60194], [-7.35344, -7.41180, 3.43115], [-6.09940, -6.32672, 1.84113], [-6.01448, -5.25104, 0.87398], [-4.96512, -7.21410, 2.00554], [-8.01590, -5.79948, 2.39716], [-5.84226, -5.67835, -0.11740], [-5.17979, -4.59805, 1.14227], [-6.93562, -4.66523, 0.85615], [-5.27814, -8.23889, 1.78884], [-4.61933, -7.16469, 3.04139], [-4.15400, -6.92826, 1.33386], [9.96864, -2.59680, 2.65046], [9.88105, -1.38462, 2.73097], [10.20922, -3.44385, 3.69849], [10.29976, -4.87761, 3.52034], [10.37842, -2.88974, 5.02661], [9.85612, -3.12123, 1.68768], [9.53064, -5.36072, 4.12914], [11.28869, -5.21432, 3.84409], [10.15284, -5.15201, 2.47396], [9.47442, -2.34056, 5.30308], [11.22251, -2.19482, 5.01962], [10.56239, -3.68343, 5.75308]],
  "forces_ev_per_angstrom": [[-2.9, 4.5, 3.2], [3.5, -4.1, -0.7], [1.6, -1.0, -1.4], [0.5, -0.4, -0.7], [-0.2, -0.5, 0.2], [0.1, -0.8, -1.2], [-0.8, 0.5, 0.0], [0.3, -0.5, -0.6], [0.0, -0.8, 0.4], [-0.2, 0.5, 0.4], [0.6, -0.1, -0.3], [-0.5, 0.4, 0.5], [0.5, 0.5, -0.4], [-0.7, -0.5, 0.0], [0.0, 0.3, 0.1], [0.4, -0.5, -0.4], [-2.4, 2.6, 4.1], [-0.7, 2.8, 2.2], [2.5, 0.6, -4.5], [1.4, -5.5, -3.0], [-1.0, 0.7, 2.0], [-0.1, 0.0, 0.4], [2.2, -1.7, -0.9], [2.3, 1.1, 0.3], [2.5, 0.2, -0.8], [-4.3, -0.7, 3.1], [-0.9, 0.2, -0.4], [0.3, -0.1, 0.4], [0.2, 0.0, 0.6], [-1.9, -0.4, -2.3], [-0.1, -1.9, 2.6], [1.9, 2.1, -0.9], [-2.2, 1.9, 0.2], [1.0, 0.5, -1.4], [-1.6, -1.6, -0.2], [0.0, -0.6, 1.9], [-1.1, 1.6, -0.5], [0.4, -1.8, -0.1], [0.1, 1.3, -1.6], [-0.2, 2.0, -0.1], [0.0, -0.3, 1.8], [0.1, -1.4, -1.0], [0.5, 1.8, -0.5], [-0.9, -1.3, 0.8], [0.0, 1.4, 1.0], [0.6, 0.4, -2.0], [0.9, 0.8, 1.6], [0.7, -0.4, -1.9], [-1.6, -0.9, 0.1], [-0.2, 0.6, 1.8], [-0.4, -2.0, 0.1], [0.7, 0.5, 1.9], [0.3, 1.4, -1.3], [-1.3, -1.2, -0.8], [0.9, -0.6, 1.8], [1.4, 1.2, 0.4], [0.7, -1.8, 0.0], [0.4, 2.1, 0.2], [-2.0, 0.2, -0.2], [0.5, 1.9, -1.1], [0.9, -0.1, -1.9], [0.4, -2.0, -0.8], [-0.8, -1.7, 1.4], [-0.9, -0.8, -1.2], [-1.2, 1.4, 0.3], [-1.4, 0.2, 1.4], [0.9, 1.7, 0.4], [-1.8, -0.7, -0.9], [1.1, 0.5, -1.7], [-0.2, -0.5, 2.0], [-0.7, -1.7, -1.0], [1.7, 0.6, -0.9], [-0.1, -0.3, 0.1], [-0.3, 0.0, 0.4], [0.4, 0.6, -0.4], [0.0, -0.3, -0.1], [0.2, 0.0, -0.3], [-0.1, 0.0, 0.1], [-0.1, 0.2, 0.1], [0.0, 0.1, 0.2], [0.0, -0.1, -0.1], [-0.2, -0.1, -0.1], [0.1, -0.2, 0.1], [0.1, 0.1, -0.1], [-0.5, 0.4, 0.3], [-0.3, -0.1, 0.2], [0.6, -0.8, -0.5], [0.1, 0.2, 0.0], [0.3, 0.0, -0.1], [-0.1, 0.0, 0.0], [-0.1, -0.1, 0.1], [-0.2, -0.1, 0.0], [0.1, 0.1, 0.0], [0.1, 0.2, 0.2], [-0.2, 0.2, -0.1], [0.1, -0.2, -0.1], [-0.2, -0.1, 0.4], [0.1, -0.2, 0.4], [0.3, 0.2, -0.8], [-0.3, 0.1, 0.1], [-0.1, 0.1, -0.3], [0.0, -0.1, 0.1], [0.2, 0.0, 0.1], [0.1, -0.2, 0.0], [-0.1, 0.1, 0.0], [0.0, 0.1, 0.2], [-0.2, -0.1, 0.1], [0.1, 0.0, -0.2], [0.6, -0.1, -0.2], [0.2, 0.2, -0.2], [-0.9, 0.0, 0.4], [0.1, -0.1, 0.1], [-0.2, -0.2, 0.2], [0.1, 0.1, -0.1], [0.0, 0.2, 0.0], [-0.1, 0.1, -0.2], [0.1, -0.1, 0.0], [0.2, 0.0, 0.1], [0.1, -0.1, -0.1], [-0.2, 0.0, 0.1], [0.0, 0.0, 0.0], [0.2, -0.4, 0.5], [-0.1, 0.3, -0.5], [0.0, 0.3, 0.2], [-0.1, 0.2, -0.2], [0.0, 0.0, 0.0], [0.1, -0.2, -0.1], [-0.1, -0.2, 0.0], [0.0, 0.1, 0.1], [0.1, 0.0, 0.1], [-0.1, 0.0, 0.2], [0.0, 0.0, -0.2]]
}



| no. | HOMO-LUMO gap (eV) |
| --- | --- |
| 1 | 10.56 |
| 2 | 6.44 |